1.
{"formula": "C5H12N2S", "method": "the ωB97M-V functional and the def2-TZVPD basis", "smiles": "C/C(C[C@@H](C)S)=N/N", "fmax_ev_per_a": 6.89, "lumo_ha": 0.032, "spin_multiplicity": 1, "species": ["C", "H", "C", "H", "C", "H", "H", "H", "N", "H", "H", "C", "C", "N", "H", "H", "H", "H", "H", "S"], "coordinates": [[-0.97796, 0.72489, -0.26416], [1.57623, -1.49785, 1.73277], [1.24602, 0.11335, 0.26408], [-2.25981, 2.23686, 0.80970], [0.28244, 0.52864, -0.84235], [-0.85791, -1.96749, -1.03493], [-0.86608, 3.00513, -0.33445], [-2.40141, -2.05337, -0.72364], [-1.84702, -0.30205, -0.11948], [2.74819, -0.82556, -0.93970], [0.22907, -0.35654, -1.58032], [-1.32370, 2.15979, 0.40981], [0.98329, -1.31914, 0.81809], [-1.63568, -1.67447, -0.21491], [-0.59898, 2.23271, 1.17463], [0.07171, -1.64413, 1.20992], [1.29802, -2.11910, 0.06642], [0.67907, 1.42772, -1.17937], [0.86435, 1.02562, 0.94909], [2.79018, 0.30500, -0.20119]], "forces_ev_per_angstrom": [[-6.11, -2.33, 1.82], [0.61, 0.29, -0.61], [-6.14, 0.75, 3.05], [-2.52, 0.41, 0.49], [1.32, -3.46, -1.18], [-1.53, 1.07, 2.61], [-1.95, -1.77, 1.51], [-1.55, -0.11, 0.17], [0.69, 3.74, 1.04], [0.46, 0.26, -0.10], [0.28, 1.63, 0.37], [4.30, -1.03, -4.63], [2.32, -0.45, 0.35], [3.49, 0.10, -3.84], [0.64, 0.05, 1.36], [-2.02, 0.38, -0.12], [-0.26, 1.18, 0.73], [0.62, 1.38, -1.51], [1.92, -2.40, -0.17], [5.44, 0.33, -1.34]]}



2.
{"formula": "C5H12N2S", "method": "the ωB97M-V functional and the def2-TZVPD basis", "fmax_ev_per_a": 3.79, "lumo_ha": [0.016, 0.016], "spin_multiplicity": 1, "species": ["S", "H", "H", "H", "H", "H", "C", "N", "H", "H", "N", "C", "C", "H", "H", "H", "C", "H", "H", "C"], "coordinates": [[-0.10801, 1.83053, 0.28893], [1.34888, -1.34323, 1.16561], [-1.84910, -0.18636, -0.13403], [-1.15395, 0.90089, 2.29207], [2.30337, -0.31377, 0.06790], [1.23728, 0.38626, -2.38653], [-1.15040, -1.04459, -0.23241], [1.09744, 1.00519, 2.42174], [-1.59011, -1.62427, -1.11169], [1.26756, 0.46987, 3.25213], [-1.67882, 1.91693, 0.12649], [0.31946, -0.12959, -1.94225], [-0.05225, 1.23114, 2.01703], [0.35723, -1.03275, -2.51061], [-2.00535, 2.29288, -0.75034], [-1.13169, -1.63484, 0.60100], [0.19738, -0.41699, -0.48405], [-0.46927, 0.45471, -2.35144], [1.64317, -1.82357, -0.52506], [1.41718, -0.93843, 0.19552]], "forces_ev_per_angstrom": [[-0.63, -1.92, -0.23], [-0.38, -0.19, 1.15], [-0.10, -0.01, 0.31], [2.08, 0.72, 0.05], [-0.26, 0.25, 0.27], [-0.67, -0.33, 1.41], [0.00, 1.52, -2.73], [0.78, 0.30, 0.09], [0.93, 0.62, 0.97], [-0.47, -0.12, 0.71], [-0.45, 0.00, 0.51], [2.40, 1.15, -1.20], [-2.01, -0.89, -1.41], [-0.37, -1.10, -0.28], [0.36, 0.34, -0.23], [-0.23, -1.52, 2.31], [-0.60, 1.53, 0.40], [-1.14, 0.40, -0.01], [0.02, 0.80, 1.31], [0.74, -1.52, -3.38]]}



3.
{"formula": "C5H12N2S", "method": "the ωB97M-V functional and the def2-TZVPD basis", "smiles": "CCN(C)/N=C\\SC", "fmax_ev_per_a": 3.17, "lumo_ha": 0.030, "spin_multiplicity": 1, "species": ["H", "H", "C", "H", "H", "H", "N", "H", "C", "C", "N", "H", "H", "C", "H", "C", "S", "H", "H", "H"], "coordinates": [[1.14165, -1.42539, 2.11728], [-0.18886, 2.44017, 2.23841], [0.10995, 1.77255, 1.35213], [-0.02442, -2.81117, 2.07602], [-0.57183, -2.23988, -0.31831], [0.35598, 0.78345, 1.75729], [-0.00513, -0.01117, -1.53519], [2.53152, -1.64010, -0.37166], [-0.08261, -1.49589, 0.27561], [0.62805, -2.16545, 1.45704], [0.76781, -0.56619, -0.47813], [0.99923, 2.14877, 0.87841], [1.44706, -2.82302, 1.12035], [1.85489, -1.29571, -1.13564], [2.42240, -0.62033, -1.80454], [-0.90358, 0.85180, -1.24987], [-1.39319, 1.61791, 0.32948], [-1.31224, 1.29933, -2.10725], [1.41626, -2.03944, -1.67489], [-0.90463, -0.92116, 0.71479]], "forces_ev_per_angstrom": [[-0.61, -0.37, -0.40], [0.35, -0.86, -1.46], [-0.72, -0.29, 1.66], [0.06, 0.57, -0.43], [-0.05, -0.63, -0.93], [-0.01, 0.31, -0.04], [-0.27, 0.66, 0.65], [0.23, -0.36, 0.13], [-0.21, 0.63, 1.90], [1.16, -0.13, 0.25], [-0.40, -0.15, -0.28], [0.00, 0.35, -0.47], [-0.33, 0.11, 0.00], [1.04, 2.75, 1.14], [-0.44, -0.29, 0.38], [1.66, -0.44, 1.50], [0.33, 0.06, -0.83], [-1.13, 0.53, -0.83], [-0.75, -2.54, -1.75], [0.09, 0.11, -0.18]]}



4.
{"formula": "C5H12N2Si", "method": "the ωB97M-V functional and the def2-TZVPD basis", "fmax_ev_per_a": 5.46, "lumo_ha": [-0.023, -0.004], "spin_multiplicity": 1, "species": ["H", "H", "H", "N", "H", "H", "H", "C", "C", "Si", "H", "N", "H", "C", "C", "H", "H", "H", "H", "C"], "coordinates": [[3.34352, 0.22689, 1.40056], [-2.15816, 2.02872, 0.70555], [-1.44690, -2.68936, -0.70609], [0.09654, -0.55778, 0.62071], [-0.46469, 2.76804, -0.02311], [2.63159, -1.42719, 0.50761], [0.92882, 1.05408, 1.54448], [-1.36219, 2.08148, -0.09647], [1.18835, -0.04763, 1.38979], [-0.88946, 0.27525, -0.43088], [0.22214, -1.60585, 0.67829], [2.55532, 0.36192, -0.54335], [3.03543, 1.36017, -0.58624], [2.54457, -0.20087, 0.65670], [-1.93233, -0.73818, -1.54495], [-2.55634, -0.18425, -2.12564], [1.14338, -0.62837, 2.36462], [-1.92693, 2.55104, -0.85048], [-2.88467, -2.57437, -1.64637], [-2.06800, -2.05375, -1.31473]], "forces_ev_per_angstrom": [[-1.12, -1.16, -0.87], [1.44, 0.53, -0.01], [0.50, 0.41, 0.37], [-0.22, -2.58, 0.68], [-1.11, -0.99, 0.84], [0.12, 2.39, 0.77], [0.88, -1.24, 0.20], [0.38, -0.64, 1.12], [-1.21, 1.34, 1.68], [1.59, 0.69, -1.09], [-0.91, 1.56, -0.76], [0.80, 3.89, -3.75], [-1.31, -2.64, 0.48], [1.28, -2.29, 2.78], [2.08, -1.40, 2.84], [-2.08, 1.07, -1.78], [0.50, 0.96, -0.81], [-0.67, 0.07, -1.65], [-1.90, -1.22, -1.45], [0.96, 1.26, 0.40]]}



5.
{"formula": "C5H12N3", "method": "the ωB97M-V functional and the def2-TZVPD basis", "fmax_ev_per_a": 6.40, "lumo_ha": -0.125, "total_charge": 1, "spin_multiplicity": 1, "species": ["N", "C", "N", "H", "H", "N", "H", "C", "H", "C", "H", "H", "H", "C", "H", "H", "H", "C", "H", "H"], "coordinates": [[1.65801, 0.02962, -0.51490], [-0.33943, 1.33341, -0.17483], [0.63211, -0.87991, -1.09910], [-2.79770, -0.65692, -1.28452], [0.43750, -1.67133, -0.50391], [-2.21649, -0.17793, -0.57333], [2.25095, 0.43354, -1.22707], [0.95059, 1.22785, -0.02613], [-1.90703, 0.38356, 1.49738], [-2.39935, -0.46557, 0.88232], [-2.09465, -1.39474, 1.06600], [3.21752, -1.42427, 0.14375], [3.01356, 0.16645, 1.00065], [2.54274, -0.55336, 0.45450], [-1.02129, 0.67856, -2.09654], [1.62334, 1.78184, 0.62169], [-3.44135, -0.24203, 1.27773], [-1.08678, 0.43889, -0.98888], [-0.92366, 2.15155, 0.30765], [1.90141, -1.15919, 1.23756]], "forces_ev_per_angstrom": [[-2.29, -0.77, -0.74], [-0.52, 1.76, 1.39], [-0.34, 2.24, -1.58], [0.63, 0.52, 0.90], [0.57, 0.04, 0.92], [0.60, 0.60, 0.16], [0.09, -0.54, -1.15], [1.42, -0.37, 1.79], [0.05, -1.80, -1.12], [-2.06, 6.06, -0.11], [1.31, -3.62, 1.26], [-0.79, 1.83, -0.54], [1.71, 1.97, 1.22], [-1.43, -5.46, 2.13], [-0.29, -0.62, 1.42], [-0.45, 0.64, -0.29], [0.82, -0.89, -1.20], [-0.61, -2.62, -2.63], [0.79, -0.47, -0.44], [0.79, 1.51, -1.40]]}



Repeat the second record exactly.
{"formula": "C5H12N2S", "method": "the ωB97M-V functional and the def2-TZVPD basis", "fmax_ev_per_a": 3.79, "lumo_ha": [0.016, 0.016], "spin_multiplicity": 1, "species": ["S", "H", "H", "H", "H", "H", "C", "N", "H", "H", "N", "C", "C", "H", "H", "H", "C", "H", "H", "C"], "coordinates": [[-0.10801, 1.83053, 0.28893], [1.34888, -1.34323, 1.16561], [-1.84910, -0.18636, -0.13403], [-1.15395, 0.90089, 2.29207], [2.30337, -0.31377, 0.06790], [1.23728, 0.38626, -2.38653], [-1.15040, -1.04459, -0.23241], [1.09744, 1.00519, 2.42174], [-1.59011, -1.62427, -1.11169], [1.26756, 0.46987, 3.25213], [-1.67882, 1.91693, 0.12649], [0.31946, -0.12959, -1.94225], [-0.05225, 1.23114, 2.01703], [0.35723, -1.03275, -2.51061], [-2.00535, 2.29288, -0.75034], [-1.13169, -1.63484, 0.60100], [0.19738, -0.41699, -0.48405], [-0.46927, 0.45471, -2.35144], [1.64317, -1.82357, -0.52506], [1.41718, -0.93843, 0.19552]], "forces_ev_per_angstrom": [[-0.63, -1.92, -0.23], [-0.38, -0.19, 1.15], [-0.10, -0.01, 0.31], [2.08, 0.72, 0.05], [-0.26, 0.25, 0.27], [-0.67, -0.33, 1.41], [0.00, 1.52, -2.73], [0.78, 0.30, 0.09], [0.93, 0.62, 0.97], [-0.47, -0.12, 0.71], [-0.45, 0.00, 0.51], [2.40, 1.15, -1.20], [-2.01, -0.89, -1.41], [-0.37, -1.10, -0.28], [0.36, 0.34, -0.23], [-0.23, -1.52, 2.31], [-0.60, 1.53, 0.40], [-1.14, 0.40, -0.01], [0.02, 0.80, 1.31], [0.74, -1.52, -3.38]]}